# 1
This record from the OMol25 dataset describes a structure of composition C3H5NO2 at a distorted geometry. The level of theory is ωB97M-V with the def2-TZVPD basis set.

Its LUMO energy is 0.026 Eh. As for the highest occupied orbital energy: -9.807 eV. The value obtained for the energy relative to the best compared isomer or geometry (same formula, charge and spin) is 342.85 kJ/mol.

CARTESIAN COORDINATES (ANGSTROEM)
O (2.1308, -0.5434, -0.6817)
C (1.7227, 0.0318, 0.2944)
C (0.3128, 0.2860, 0.6408)
N (-0.4896, -0.5536, -0.8211)
C (-1.6723, -0.0451, -0.5704)
O (-1.7471, 0.7087, 0.4016)
H (2.4101, 0.4510, 1.0595)
H (0.0280, -0.2479, 1.5597)
H (0.2256, 1.3642, 0.9226)
H (-0.3577, -1.1818, -1.6370)
H (-2.5632, -0.2698, -1.1685)

# 2
This record from the OMol25 dataset describes the molecule C3H5NO2 at a distorted geometry. The level of theory is ωB97M-V with the def2-TZVPD basis set.

Its LUMO energy is 0.007 Eh. As for the highest occupied orbital energy: -9.951 eV. The value obtained for the energy relative to the best compared isomer or geometry (same formula, charge and spin) is 391.48 kJ/mol.

CARTESIAN COORDINATES (ANGSTROEM)
O (1.5752, 0.4145, 0.4169)
C (0.7052, -0.4667, -0.3826)
C (-0.5929, 0.2162, 0.0793)
O (-0.4389, 1.5131, -0.2181)
C (-1.8323, -0.4798, -0.3330)
N (-2.7647, -1.0739, -0.6743)
H (1.0150, 0.3250, 1.2643)
H (0.9434, -0.3380, -1.4411)
H (0.8455, -1.4809, -0.0240)
H (-0.4220, 0.0035, 1.2611)
H (0.9666, 1.3671, 0.0515)

# 3
This record from the OMol25 dataset describes the molecule C3H5NO2. The level of theory is ωB97M-V with the def2-TZVPD basis set.

Its SMILES is [H]/N=C/COC=O. Its LUMO energy is 0.035 Eh. As for the highest occupied orbital energy: -10.444 eV. The value obtained for the energy relative to the best compared isomer or geometry (same formula, charge and spin) is 131.57 kJ/mol.

CARTESIAN COORDINATES (ANGSTROEM)
N (-0.7349, -0.9536, -1.0368)
C (-0.9088, 1.2940, 0.5158)
O (0.2778, 1.3099, -0.1227)
C (1.0741, 0.1529, 0.0936)
C (0.3140, -1.0817, -0.3365)
O (-1.1796, 0.5920, 1.4572)
H (-1.1707, -1.8549, -1.2215)
H (-1.5772, 2.0372, 0.0601)
H (1.3801, 0.0716, 1.1405)
H (1.9893, 0.2742, -0.5005)
H (0.7219, -2.0431, -0.0050)

# 4
This record from the OMol25 dataset describes a cluster of 2 separate species, C3H5NO2 in total at a distorted geometry. The level of theory is ωB97M-V with the def2-TZVPD basis set.

Its SMILES is C1=CO1.CN=O. Its LUMO energy is 0.006 Eh. As for the highest occupied orbital energy: -8.384 eV. The value obtained for the energy relative to the best compared isomer or geometry (same formula, charge and spin) is 731.79 kJ/mol.

CARTESIAN COORDINATES (ANGSTROEM)
C (-1.5888, 0.8870, -0.3924)
C (-2.7125, 0.5915, 0.1235)
C (1.5610, -0.8797, 0.0092)
N (1.7848, 0.5265, -0.1461)
O (2.7406, 1.0092, 0.4224)
O (-1.6713, -0.4035, 0.3376)
H (-0.7682, 1.3203, -0.8923)
H (-3.7165, 0.6124, 0.4500)
H (1.4234, -1.2908, -0.9891)
H (0.5958, -0.9778, 0.5146)
H (2.3517, -1.3953, 0.5627)

# 5
This record from the OMol25 dataset describes the molecule C3H5NO2. The level of theory is ωB97M-V with the def2-TZVPD basis set.

Its SMILES is O=C1NCCO1. Its LUMO energy is 0.027 Eh. As for the highest occupied orbital energy: -10.146 eV. The value obtained for the energy relative to the best compared isomer or geometry (same formula, charge and spin) is 33.61 kJ/mol.

CARTESIAN COORDINATES (ANGSTROEM)
O (-0.3959, 1.5479, 2.1076)
C (-0.2669, 0.8590, 1.1348)
N (0.8551, 0.1381, 0.7420)
C (0.4987, -0.7719, -0.3299)
C (-0.7877, -0.1304, -0.8615)
O (-1.2697, 0.6402, 0.2389)
H (1.7247, 0.6471, 0.7203)
H (1.2825, -0.8771, -1.0844)
H (0.2928, -1.7579, 0.1001)
H (-1.5670, -0.8433, -1.1255)
H (-0.6025, 0.5238, -1.7206)

# 6
This record from the OMol25 dataset describes the molecule C3H5NO2 at a distorted geometry. The level of theory is ωB97M-V with the def2-TZVPD basis set.

Its SMILES is N=C1OCCO1. Its LUMO energy is 0.028 Eh. As for the highest occupied orbital energy: -10.175 eV. The value obtained for the energy relative to the best compared isomer or geometry (same formula, charge and spin) is 318.24 kJ/mol.

CARTESIAN COORDINATES (ANGSTROEM)
N (2.0352, 1.2948, 0.0364)
C (0.9694, 0.6594, 0.2003)
O (-0.1735, 1.2296, 0.6709)
C (-1.2026, 0.5151, 0.0599)
C (-0.5228, -1.0521, -0.0657)
O (0.8156, -0.6763, -0.0511)
H (2.7551, 0.6435, -0.2633)
H (-1.3445, 0.9031, -0.9606)
H (-1.7613, -0.1751, 0.6435)
H (-0.6823, -1.8472, 0.7265)
H (-0.8882, -1.4949, -0.9967)

# 7
This record from the OMol25 dataset describes a structure of composition C3H5NO2. The level of theory is ωB97M-V with the def2-TZVPD basis set.

Its LUMO energy is 0.011 Eh. As for the highest occupied orbital energy: -9.182 eV. The value obtained for the energy relative to the best compared isomer or geometry (same formula, charge and spin) is 520.68 kJ/mol.

CARTESIAN COORDINATES (ANGSTROEM)
O (1.4830, 0.1280, 0.6914)
C (0.6609, -0.5031, -0.2780)
C (-0.6680, 0.2016, -0.2336)
O (-0.6239, 1.5587, -0.1937)
C (-1.8726, -0.4116, -0.8704)
N (-2.0252, -0.5838, 0.3936)
H (2.4093, -0.0249, 0.4713)
H (1.0674, -0.3793, -1.2918)
H (0.5247, -1.5732, -0.0805)
H (-1.0873, -0.2024, 1.0187)
H (0.1318, 1.7900, 0.3730)

# 8
This record from the OMol25 dataset describes the molecule C3H5NO2. The level of theory is ωB97M-V with the def2-TZVPD basis set.

Its SMILES is ON=C1COC1. Its LUMO energy is 0.034 Eh. As for the highest occupied orbital energy: -9.727 eV. The value obtained for the energy relative to the best compared isomer or geometry (same formula, charge and spin) is 354.77 kJ/mol.

CARTESIAN COORDINATES (ANGSTROEM)
O (2.1064, -0.7981, -0.3673)
N (1.5066, 0.3081, 0.2393)
C (0.2518, 0.1882, 0.1765)
C (-0.9225, 1.0344, 0.5885)
O (-1.8068, 0.0600, -0.0023)
C (-0.7156, -0.7798, -0.4313)
H (3.0239, -0.5251, -0.4655)
H (-0.9882, 2.0139, 0.0963)
H (-1.0796, 1.1485, 1.6676)
H (-0.7356, -1.7773, 0.0206)
H (-0.6404, -0.8729, -1.5226)